# 1
The following is a quantum chemistry calculation of a structure of composition C26H50P2SiW at a distorted geometry, from the Open Molecules 2025 dataset.

Structure (XYZ):
```
80
Properties=species:S:1:pos:R:3
W 0.53408 -0.64747 -1.68930
P 2.20340 0.69864 -3.20438
P -2.24740 -3.02789 -0.67837
Si 2.01335 -2.09910 -0.09382
C -1.39482 0.08225 -0.06882
C 2.84048 -3.65043 -0.88983
C -3.66818 -2.67816 -1.84048
C -0.12225 -1.58639 -5.55933
C 1.15506 -2.90573 1.39591
C 1.41616 2.02681 -4.30105
C -0.96732 0.94230 -1.16436
C 3.42591 -1.12922 0.71353
C -0.96026 -2.27124 -1.93357
C 1.62568 -3.40128 -3.75912
C -2.81082 -0.32116 0.21447
C 1.99399 -0.86440 -4.08317
C -0.89133 -2.90758 -3.35591
C 1.28989 -0.98295 -5.46106
C -0.70178 -0.40483 2.31152
C 4.03530 0.66968 -2.89428
C -1.42036 -4.65998 -0.79898
C 1.68602 1.54188 1.40951
C 0.88764 2.86558 -1.14694
C -1.92820 1.43043 -2.20399
C 0.66130 0.92242 0.52501
C 1.72616 -1.94342 -3.08006
C 0.26633 -4.01879 -3.63838
C 0.30327 1.52828 -0.74719
C -0.84368 -1.74928 -4.27309
C -0.40731 0.09962 0.94858
H 3.46671 -4.16489 -0.15850
H 1.46360 2.60164 1.62129
H -1.47083 2.16644 -2.85890
H 2.55752 -2.04665 -2.33761
H 1.33218 -0.03180 -5.99558
H -1.46515 0.19157 2.83288
H -4.50674 -2.25191 -1.25531
H -3.51053 -0.02653 -0.58812
H -2.84836 1.87743 -1.79888
H 1.97764 -3.41589 -4.82507
H -0.09304 -2.54752 -6.10469
H 3.78985 -0.27692 0.12776
H 0.98308 3.57463 -0.29876
H -0.74089 -4.78924 0.05470
H 2.37508 -4.10550 -3.31330
H 4.29242 0.10802 -1.98211
H 2.67359 1.51335 0.93730
H 0.58354 1.70136 -4.98008
H -1.84317 -3.48102 -3.59237
H 3.13614 -0.72109 1.69323
H -2.86359 -1.43593 0.37903
H 1.66303 -3.86193 1.60009
H -1.17405 -1.07889 -2.09584
H 0.07467 -4.68861 -4.51800
H -3.39823 -1.93442 -2.61979
H 0.18641 -0.39670 2.93708
H 0.28814 3.37560 -1.92168
H 0.99131 2.77169 -3.58017
H 3.03814 -1.01117 -4.53511
H -3.96919 -3.62955 -2.29559
H 1.72666 1.02014 2.36980
H 1.91800 2.70572 -1.51439
H 2.09737 -4.34530 -1.29273
H 4.71216 0.22105 -3.64364
H 2.26572 2.51432 -4.83446
H 3.51784 -3.43668 -1.72191
H -1.64249 -0.99996 -4.09693
H -0.77957 -4.72469 -1.70024
H 0.12964 -2.50361 -1.50178
H -1.09353 -1.42517 2.26133
H -3.18136 0.07962 1.18011
H -2.26392 0.59554 -2.81977
H 4.27966 -1.81069 0.86058
H -0.73049 -0.92546 -6.21285
H -2.14536 -5.48757 -0.81611
H 1.22604 -2.28793 2.30203
H 0.26284 -4.67824 -2.76460
H 1.95383 -1.67968 -6.00079
H 4.35844 1.70853 -2.72097
H 0.09217 -3.12722 1.25125
```

Calculated values
<S²> ... 2.03
Orbital gap (alpha / beta) ... 6.523 / 6.849 eV
Molecular weight ... 636.56 Da
HOMO level (alpha / beta) ... -13.34 / -13.96 eV
F_max ... 4.18 eV/Å
Spin multiplicity ... 3
Charge ... +2
E_tot ... -2059.13929 a.u.

Atom charges from the Löwdin analysis, given in e for atoms 1 to 8:
1. W 1.29
2. P 0.94
3. P 0.97
4. Si 0.55
5. C -0.24
6. C -0.19
7. C -0.24
8. C -0.16


# 2
The following is a quantum chemistry calculation of a structure of composition C26H51B3F3NO12 at a distorted geometry, from the Open Molecules 2025 dataset.

Structure (XYZ):
```
96
Properties=species:S:1:pos:R:3
F -2.10005 -0.80662 -0.11143
F -2.26281 -2.67214 -1.19704
F -0.34190 -1.76442 -0.92666
O 0.84450 8.40071 -0.80508
O -2.94782 -0.08480 -2.93512
O 1.98380 -0.03326 5.55653
O 0.29349 0.66119 2.71491
O -1.21591 -8.00159 -1.11189
O 1.60603 -8.44579 0.02039
O -1.95361 0.79086 -4.87958
O -0.68350 -1.36740 4.79718
O -0.67053 -0.48659 -3.32903
O -0.40468 -5.88815 0.96680
O 0.33787 7.37044 2.04702
O 0.10351 5.18113 -0.09666
N -4.00410 -0.55965 -6.58367
C -1.01600 0.50506 3.23447
C 0.40717 1.64905 -4.19820
C -0.54382 -4.48907 0.82271
C 2.80817 1.95783 -4.40580
C 0.65103 -1.78998 4.55923
C -1.63823 -6.57443 0.85343
C -3.77530 -1.04435 -5.19951
C 0.04074 -7.55416 -1.59581
C 1.35577 3.85393 -4.01892
C -1.44194 -7.96401 0.28996
C 0.35879 0.41852 1.32537
C 0.27127 9.55638 -1.37294
C 2.11655 -9.67131 0.49305
C 0.23670 3.02821 -4.02609
C -1.63736 -1.48797 -1.16248
C 2.62597 3.32826 -4.21722
C -0.98171 0.01415 4.66407
C 1.59016 8.67352 0.37024
C -0.75647 5.42353 1.00366
C 1.69342 1.12822 -4.39022
C 1.55471 7.50445 1.32923
C -0.80161 6.89579 1.34644
C 0.70371 3.90573 -0.05340
C 2.30347 0.53250 6.80661
C 1.63219 -1.40430 5.64337
C 1.18710 -8.50519 -1.33235
B -1.76551 -0.64559 -2.52877
B -2.90222 -0.07202 -4.34429
B -0.78436 0.65294 -4.17072
H 1.41125 3.84503 -0.87916
H 0.87555 -9.52285 -1.59467
H -0.04613 3.11622 -0.16952
H -0.66279 -8.50148 0.83332
H -0.01160 -0.57534 1.09182
H 1.00253 -1.46546 3.57806
H 2.32853 -9.55084 1.55380
H 1.40519 0.47712 1.02733
H -0.31879 0.62952 5.27516
H 1.81765 0.06357 -4.53251
H 1.47918 0.40717 7.51853
H -0.34618 9.23852 -2.21115
H 3.79136 1.54627 -4.56785
H -3.87271 -1.32982 -7.22452
H -0.21378 1.16935 0.77047
H 3.21415 0.08711 7.22367
H 0.45534 -4.05605 0.83186
H 1.25040 3.75663 0.88506
H -2.37788 -8.50834 0.43558
H -1.59036 -0.20453 2.62842
H 1.19902 9.56362 0.87608
H 1.38184 -10.47615 0.37338
H -2.33063 -6.02044 0.20870
H -1.00305 7.49859 0.45895
H -1.76866 5.09298 0.73141
H -1.12356 -4.06415 1.65179
H -2.08160 -6.65840 1.85543
H -3.18799 -1.96754 -5.25853
H 0.27359 -6.55002 -1.23664
H 3.04220 -9.94328 -0.02720
H 2.54525 -2.00303 5.52215
H 0.59891 -2.88118 4.54370
H -0.42702 4.85829 1.88318
H -1.01834 -4.24331 -0.12386
H -1.99109 0.12068 5.06856
H 2.30994 7.69272 2.09580
H -1.51954 1.48175 3.20429
H 1.24840 4.91733 -3.86004
H -4.68974 -1.32196 -4.67511
H -1.63463 7.04237 2.03784
H 1.19226 -1.62840 6.62200
H -0.75187 3.44125 -3.89609
H 2.63313 8.86264 0.08171
H -4.98007 -0.30826 -6.67319
H 1.82657 6.57537 0.82510
H 2.46937 1.59728 6.65322
H -0.08441 -7.49287 -2.67965
H 2.03557 -8.22158 -1.97020
H -0.36587 10.07644 -0.64823
H 3.49188 3.97392 -4.23154
H 1.04257 10.24396 -1.73850
```

Calculated values
Orbital gap ... 9.356 eV
Molecular weight ... 659.12 Da
HOMO level ... -9.04 eV
F_max ... 1.11 eV/Å
E_tot ... -2353.17487 a.u.

Atom charges from the Löwdin analysis, given in e for atoms 1 to 8:
1. F 0.15
2. F 0.14
3. F 0.13
4. O -0.20
5. O 0.32
6. O -0.20
7. O -0.19
8. O -0.13